Below is C6H5Cl5F9NaO9S3 as an isolated structure in a non-equilibrium geometry, with properties calculated with the ωB97M-V functional and the def2-TZVPD basis.

Geometry (Å):
Na: -0.216 -0.603 -0.052
C: 0.118 2.750 3.359
F: 1.084 1.818 3.471
F: -0.901 2.571 4.207
F: 0.662 3.929 3.639
S: -0.355 2.755 1.480
O: -1.570 3.557 1.361
O: 0.787 3.372 0.859
O: -0.536 1.337 1.139
C: 4.626 -0.270 1.284
F: 5.776 0.386 1.150
F: 4.931 -1.582 1.346
F: 3.990 0.048 2.416
S: 3.468 0.105 -0.177
O: 2.232 -0.574 0.208
O: 3.389 1.540 -0.246
O: 4.138 -0.530 -1.314
C: -0.369 1.714 -4.503
F: -1.659 1.557 -4.797
F: 0.297 0.578 -4.810
F: 0.141 2.678 -5.277
S: -0.179 2.103 -2.662
O: 1.150 2.658 -2.541
O: -1.263 3.049 -2.391
O: -0.386 0.814 -1.983
Cl: -2.444 -1.715 1.539
C: -2.678 -2.744 2.965
C: -3.677 -3.867 2.755
Cl: -5.326 -3.257 2.531
H: -3.034 -2.217 3.851
H: -1.675 -3.090 3.211
H: -3.675 -4.435 3.687
H: -3.478 -4.553 1.936
C: -0.669 -1.868 -3.535
Cl: -2.325 -2.259 -3.070
Cl: -0.237 -2.788 -5.006
Cl: 0.483 -2.147 -2.216
H: -0.622 -0.820 -3.813

Output
charge: -2
ΔE to the lowest compared entry with this formula, charge and spin: 0.0 kcal/mol
highest occupied orbital energy: -3.41 eV
LUMO level: 3.172 eV
orbital gap: 6.580 eV
max |F|: 2.97 eV/Å

---

Below is C6H5CoNO6 as an isolated structure in a non-equilibrium geometry, with properties calculated with the ωB97M-V functional and the def2-TZVPD basis.

Geometry (Å):
Co: 0.000 0.121 -0.106
O: 0.011 3.542 -1.853
C: 0.005 2.528 -1.343
C: 1.472 -0.839 0.358
O: 2.471 -1.271 0.729
C: -1.515 -0.835 0.307
O: -2.518 -1.235 0.712
C: 0.009 -0.793 -1.638
O: -0.001 -1.411 -2.609
N: -0.841 1.344 4.338
C: -0.795 2.459 3.371
C: -0.897 1.826 2.031
O: -1.762 2.087 1.163
O: 0.046 0.908 2.003
H: -1.727 0.828 4.297
H: -0.817 1.673 5.295
H: -0.085 0.645 4.243
H: -1.622 3.147 3.574
H: 0.192 2.905 3.484

Output
⟨S²⟩: 3.771
charge: +2
2S+1: 4
ΔE to the lowest compared entry with this formula, charge and spin: 0.0 kcal/mol
highest occupied orbital energy (spin up / spin down): -18.18 / -18.15 eV
LUMO level (spin up / spin down): -8.896 / -11.168 eV
orbital gap (spin up / spin down): 9.285 / 6.985 eV
max |F|: 9.46 eV/Å

---

Below is one molecule with the formula C6H5F3N2O in a non-equilibrium geometry, with properties calculated with the ωB97M-V functional and the def2-TZVPD basis.

Geometry (Å):
C: 1.099 -0.986 1.079
C: 0.838 -1.447 -0.204
C: 0.548 0.164 1.691
C: -0.443 0.851 1.138
C: -0.617 -0.968 -2.058
C: -1.397 0.154 -2.590
N: 0.135 -0.683 -1.035
N: 1.145 0.815 2.759
O: -1.184 1.726 0.952
F: -0.817 1.367 -2.311
F: -1.696 0.069 -3.859
F: -2.628 0.171 -1.987
H: 1.623 -1.641 1.737
H: 1.278 -2.391 -0.573
H: -0.014 0.361 -0.568
H: 0.480 0.910 3.443
H: 1.649 1.527 2.385

Output
charge: 0
ΔE to the lowest compared entry with this formula, charge and spin: 91.7 kcal/mol
highest occupied orbital energy: -8.53 eV
LUMO level: -0.364 eV
orbital gap: 8.170 eV
max |F|: 6.17 eV/Å

---

Below is C6H5FIn as an isolated structure in a non-equilibrium geometry, with properties calculated with the ωB97M-V functional and the def2-TZVPD basis.

Geometry (Å):
In: 7.400 -15.792 -23.354
F: 5.018 -14.638 -22.094
C: 4.120 -13.745 -21.817
C: 3.596 -13.625 -20.487
C: 2.790 -12.596 -20.140
C: 2.378 -11.692 -21.172
C: 2.829 -11.805 -22.540
C: 3.758 -12.762 -22.781
H: 3.932 -14.229 -19.648
H: 2.628 -12.438 -19.080
H: 1.782 -10.840 -20.844
H: 2.424 -11.218 -23.358
H: 4.156 -12.794 -23.791

Output
charge: +3
ΔE to the lowest compared entry with this formula, charge and spin: 38.5 kcal/mol
highest occupied orbital energy: -23.05 eV
LUMO level: -18.431 eV
orbital gap: 4.616 eV
max |F|: 2.62 eV/Å

---

Below is C6H5InNO10S2 as an isolated structure in a non-equilibrium geometry, with properties calculated with the ωB97M-V functional and the def2-TZVPD basis.

Geometry (Å):
In: 2.381 -1.552 -1.737
S: 1.238 -4.255 -0.391
O: 0.835 -4.207 -1.813
O: 2.704 -4.086 -0.523
O: 0.778 -2.967 0.185
O: 0.791 -5.418 0.349
S: 3.941 1.519 -1.751
O: 5.165 1.747 -2.549
O: 2.871 0.951 -2.558
O: 4.204 0.554 -0.671
O: 3.600 2.858 -1.334
C: -3.563 0.859 1.978
C: -3.424 1.991 1.205
C: -2.258 2.209 0.455
C: -1.326 1.195 0.498
C: -1.396 0.100 1.333
C: -2.527 -0.046 2.121
N: -0.241 1.229 -0.500
O: 0.162 0.145 -0.920
O: 0.157 2.287 -0.928
H: -4.471 0.764 2.563
H: -4.256 2.653 1.004
H: -2.166 3.067 -0.191
H: -0.691 -0.720 1.360
H: -2.508 -0.875 2.814

Output
charge: -1
ΔE to the lowest compared entry with this formula, charge and spin: 20.8 kcal/mol
highest occupied orbital energy: -5.72 eV
LUMO level: -2.825 eV
orbital gap: 2.894 eV
max |F|: 3.74 eV/Å

---

Below is C6H5InNO14S3 as an isolated structure in a non-equilibrium geometry, with properties calculated with the ωB97M-V functional and the def2-TZVPD basis.

Geometry (Å):
In: -1.090 0.960 -2.264
S: 1.942 1.239 -3.610
O: 2.661 2.449 -3.967
O: 0.665 1.077 -4.301
O: 2.776 0.038 -3.660
O: 1.596 1.320 -2.105
S: 0.951 -1.855 -1.562
O: 2.272 -2.310 -2.045
O: 1.187 -0.442 -1.020
O: -0.033 -1.731 -2.644
O: 0.459 -2.681 -0.446
S: -0.554 4.243 -2.139
O: -1.395 5.017 -1.205
O: -1.406 3.422 -3.046
O: 0.373 5.108 -2.876
O: 0.246 3.214 -1.333
C: 0.474 -1.276 4.161
C: 0.864 -0.892 2.883
C: -0.037 -0.994 1.834
C: -1.307 -1.475 2.089
C: -1.744 -1.766 3.364
C: -0.850 -1.616 4.413
N: -2.268 -1.476 0.987
O: -2.007 -0.723 0.089
O: -3.241 -2.216 1.064
H: 1.219 -1.237 4.949
H: 1.841 -0.507 2.626
H: 0.262 -0.740 0.817
H: -2.728 -2.171 3.546
H: -1.125 -1.977 5.398

Output
charge: -3
ΔE to the lowest compared entry with this formula, charge and spin: 0.0 kcal/mol
highest occupied orbital energy: 0.77 eV
LUMO level: 5.054 eV
orbital gap: 4.289 eV
max |F|: 3.01 eV/Å

---

Below is one molecule with the formula C6H5N in a non-equilibrium geometry, with properties calculated with the ωB97M-V functional and the def2-TZVPD basis.

Geometry (Å):
C: -2.773 0.361 0.137
C: -1.696 0.588 -0.348
C: -0.412 0.864 -0.943
N: 0.615 1.649 -0.188
C: 0.732 0.261 -0.295
C: 1.119 -0.777 0.363
C: 1.875 -1.795 0.631
H: -3.732 0.173 0.562
H: -0.397 1.047 -2.011
H: 0.303 1.876 0.753
H: 2.647 -1.779 -0.132
H: 1.718 -2.469 1.472

Output
charge: 0
ΔE to the lowest compared entry with this formula, charge and spin: 100.7 kcal/mol
highest occupied orbital energy: -8.88 eV
LUMO level: 0.837 eV
orbital gap: 9.714 eV
max |F|: 1.40 eV/Å

---

Below is one molecule with the formula C6H5N in a non-equilibrium geometry, with properties calculated with the ωB97M-V functional and the def2-TZVPD basis.

Geometry (Å):
C: -0.625 2.856 0.836
C: -0.386 1.760 0.504
C: -0.345 0.316 0.105
C: -0.516 -0.540 -1.209
C: 0.165 -1.732 -1.113
N: 0.953 -1.623 0.098
C: 0.508 -0.490 0.776
H: -1.202 3.742 1.622
H: -1.006 -0.026 -2.134
H: 0.271 -2.771 -1.747
H: 1.670 -2.172 0.459
H: 0.792 -0.436 1.721

Output
charge: 0
ΔE to the lowest compared entry with this formula, charge and spin: 87.4 kcal/mol
highest occupied orbital energy: -8.52 eV
LUMO level: 0.936 eV
orbital gap: 9.451 eV
max |F|: 9.00 eV/Å

---

Below is C6H5N as an isolated structure in a non-equilibrium geometry, with properties calculated with the ωB97M-V functional and the def2-TZVPD basis.

Geometry (Å):
C: 0.977 -2.052 0.497
C: 1.856 -2.719 0.944
C: -1.981 -0.228 1.179
C: -0.986 0.499 0.522
C: 0.048 0.105 -0.202
C: 0.847 0.899 -1.133
N: -2.824 -0.635 1.861
H: -1.219 1.519 0.756
H: 0.414 -1.031 -0.105
H: 0.590 2.044 -0.989
H: 0.310 0.681 -2.064
H: 1.968 0.917 -1.266

Output
charge: 0
ΔE to the lowest compared entry with this formula, charge and spin: 209.1 kcal/mol
highest occupied orbital energy (spin up / spin down): -10.30 / -10.43 eV
LUMO level (spin up / spin down): -2.761 / -2.387 eV
orbital gap (spin up / spin down): 7.544 / 8.047 eV
max |F|: 3.34 eV/Å

---

Below is one molecule with the formula C6H5N in a non-equilibrium geometry, with properties calculated with the ωB97M-V functional and the def2-TZVPD basis.

Geometry (Å):
C: 1.282 -0.507 1.399
C: 0.425 0.326 1.268
C: -0.575 1.075 0.551
N: -1.784 0.388 0.091
C: -0.732 0.673 -0.888
C: 0.141 -0.390 -1.313
C: 1.005 -1.218 -1.183
H: 1.962 -1.268 1.736
H: -0.693 2.125 0.789
H: -1.732 -0.595 0.361
H: -0.954 1.462 -1.595
H: 1.656 -2.072 -1.214

Output
charge: 0
ΔE to the lowest compared entry with this formula, charge and spin: 97.3 kcal/mol
highest occupied orbital energy: -9.50 eV
LUMO level: 1.089 eV
orbital gap: 10.585 eV
max |F|: 1.31 eV/Å

---

Below is one molecule with the formula C6H5N3 in a non-equilibrium geometry, with properties calculated with the ωB97M-V functional and the def2-TZVPD basis.

Geometry (Å):
C: 0.240 -0.329 -0.056
C: 0.684 0.350 -1.139
C: -0.337 0.908 -2.001
C: -1.599 0.714 -1.711
C: -2.050 -0.029 -0.589
C: -1.075 -0.567 0.212
H: 1.673 0.415 -1.598
H: 0.145 1.372 -2.869
H: -2.576 1.171 -2.439
H: -3.023 -0.386 -0.365
H: -1.413 -1.320 1.254
N: 1.673 0.219 2.745
N: 1.394 -0.320 1.837
N: 1.221 -0.974 0.807

Output
charge: 0
ΔE to the lowest compared entry with this formula, charge and spin: 86.3 kcal/mol
highest occupied orbital energy: -9.54 eV
LUMO level: 0.886 eV
orbital gap: 10.424 eV
max |F|: 7.90 eV/Å

---

Below is one molecule with the formula C6H5N3O in a non-equilibrium geometry, with properties calculated with the ωB97M-V functional and the def2-TZVPD basis.

Geometry (Å):
C: -2.704 2.083 -1.134
C: -1.545 1.542 -1.504
C: -0.703 0.665 -0.611
N: -0.677 0.579 0.633
C: 0.352 -0.376 0.864
C: 0.936 -0.907 2.012
N: 1.313 -1.270 3.041
C: 0.850 -0.722 -0.319
N: 1.852 -1.609 -0.715
O: 0.289 -0.068 -1.293
H: -3.120 1.842 -0.115
H: -3.255 2.730 -1.831
H: -1.160 1.761 -2.494
H: 2.083 -1.491 -1.680
H: 2.606 -1.905 -0.093

Output
charge: 0
ΔE to the lowest compared entry with this formula, charge and spin: 28.5 kcal/mol
highest occupied orbital energy: -8.68 eV
LUMO level: 0.547 eV
orbital gap: 9.225 eV
max |F|: 4.11 eV/Å